# 1
{"formula": "C15H14BrN3OS", "method": "wB97M-V/def2-TZVPD", "elements": ["O", "C", "N", "N", "C", "N", "H", "C", "C", "C", "C", "C", "C", "C", "H", "H", "H", "H", "H", "H", "H", "S", "H", "H", "C", "C", "C", "C", "C", "C", "H", "H", "Br", "H", "H"], "coordinates": [[1.342, -1.346, -4.764], [0.894, -0.857, -3.784], [1.575, -1.221, -2.684], [1.113, -0.848, -1.249], [1.907, -0.995, -0.100], [1.402, -1.045, 1.166], [1.970, -1.318, 1.985], [0.278, -0.321, 1.393], [0.261, 0.011, 2.879], [-0.820, -0.550, 3.712], [-0.612, -0.376, 4.999], [0.355, 0.641, 5.578], [1.050, 1.356, 4.775], [1.148, 0.771, 3.292], [1.913, 1.380, 2.697], [1.818, 1.746, 5.163], [0.032, 0.924, 6.668], [-1.565, -0.733, 5.791], [-1.462, -1.247, 3.188], [0.046, 0.366, 0.794], [-0.568, -1.031, 1.205], [3.553, -1.959, -0.340], [0.196, -1.053, -1.148], [2.451, -1.922, -2.462], [-0.025, 0.045, -3.662], [-0.349, 1.089, -2.851], [-1.611, 1.922, -2.637], [-2.470, 1.394, -3.602], [-2.575, 0.205, -4.183], [-1.452, -0.479, -4.318], [-1.208, -1.325, -5.022], [-3.327, 0.127, -4.833], [-4.176, 2.439, -3.454], [-1.592, 2.802, -2.046], [0.509, 1.410, -2.143]], "lowdin_charge": [0.13, -0.65, 0.13, 0.04, -0.58, -0.01, 0.16, -0.20, -0.26, -0.05, -0.09, -0.11, -0.03, -0.01, 0.15, 0.03, 0.14, 0.17, 0.11, 0.05, 0.14, 0.36, 0.08, 0.12, -0.11, -0.02, -0.06, -0.59, -0.18, 0.10, 0.14, 0.07, 0.64, 0.09, 0.13], "relative_energy_ev": 12.219, "homo_lumo_gap_ev": 7.711, "homo_ev": -8.27, "smiles": "O=C(NNC(=S)NCc1ccccc1)c1ccc(Br)cc1"}



# 2
{"formula": "C21H12Cl3CrGeN5S5", "method": "wB97M-V/def2-TZVPD", "elements": ["Cr", "C", "C", "C", "C", "N", "C", "N", "C", "N", "C", "N", "C", "C", "C", "C", "C", "N", "C", "C", "C", "C", "C", "C", "H", "H", "H", "H", "H", "H", "H", "H", "H", "H", "H", "H", "S", "C", "S", "C", "C", "S", "S", "S", "Cl", "Ge", "Cl", "Cl"], "coordinates": [[0.806, -2.020, 17.944], [1.065, -5.049, 14.977], [-0.228, -5.662, 14.982], [-1.021, -5.433, 16.012], [-0.650, -4.500, 17.078], [0.546, -3.764, 16.923], [1.382, -4.140, 15.939], [-1.488, -4.489, 18.132], [-1.316, -3.707, 19.192], [-0.452, -2.690, 19.306], [-0.425, -2.179, 20.596], [0.275, -1.157, 21.088], [0.992, -0.172, 20.398], [1.454, 0.870, 21.269], [2.260, 1.801, 20.670], [2.504, 1.813, 19.280], [1.947, 0.743, 18.510], [1.322, -0.309, 19.033], [-1.386, -2.889, 21.360], [-1.652, -2.843, 22.741], [-2.730, -3.713, 23.152], [-3.387, -4.565, 22.268], [-3.010, -4.646, 20.956], [-2.009, -3.810, 20.522], [1.861, -5.250, 14.290], [-0.571, -6.486, 14.385], [-1.983, -5.902, 16.301], [2.404, -3.805, 16.009], [1.213, 0.842, 22.334], [2.569, 2.727, 21.254], [3.005, 2.637, 18.773], [2.160, 0.824, 17.449], [-1.141, -2.071, 23.364], [-2.950, -3.562, 24.187], [-4.153, -5.378, 22.520], [-3.382, -5.458, 20.337], [-0.898, 1.484, 11.430], [-0.483, 0.689, 12.851], [1.211, 0.149, 13.195], [0.878, -0.501, 14.902], [-0.447, -0.442, 15.351], [-1.060, -0.902, 16.823], [-1.619, 0.276, 14.129], [2.120, -1.127, 15.796], [4.699, -3.271, 17.768], [2.830, -3.173, 18.928], [3.483, -2.356, 20.890], [2.565, -5.317, 19.214]], "lowdin_charge": [0.24, -0.07, -0.09, -0.04, -0.29, -0.08, -0.25, 0.14, -0.29, -0.02, -0.31, 0.12, -0.31, -0.04, -0.11, -0.07, -0.17, -0.05, -0.15, 0.01, -0.09, -0.13, -0.06, -0.10, 0.09, 0.10, 0.12, 0.04, 0.11, 0.12, 0.09, 0.06, 0.12, 0.07, 0.12, 0.11, 0.50, -1.45, 0.85, -1.07, -1.08, 0.74, 0.86, 0.71, 0.03, -0.19, 0.07, 0.07], "s_squared": 8.86, "relative_energy_ev": 1.266, "homo_lumo_gap_ev": [4.373, 5.242], "homo_ev": [-2.94, -5.32], "total_charge": -1, "multiplicity": 6}



# 3
{"formula": "CH3OP", "method": "wB97M-V/def2-TZVPD", "elements": ["C", "O", "P", "H", "H", "H"], "coordinates": [[0.777, -0.518, -0.015], [-1.922, -0.291, 0.003], [-0.630, 0.353, 0.093], [0.863, -1.565, 0.365], [1.609, 0.266, -0.067], [-0.696, 1.754, -0.379]], "lowdin_charge": [-0.27, -0.44, 0.65, 0.03, 0.01, 0.03], "relative_energy_ev": 1.188, "homo_lumo_gap_ev": 9.260, "homo_ev": -9.46}



# 4
{"formula": "C45H53BBr2N11OSSeTi", "method": "wB97M-V/def2-TZVPD", "elements": ["Ti", "C", "C", "C", "C", "N", "N", "B", "N", "N", "C", "C", "C", "C", "C", "C", "C", "C", "N", "N", "C", "C", "C", "C", "C", "C", "C", "C", "C", "C", "C", "C", "H", "H", "H", "H", "H", "H", "H", "H", "H", "H", "H", "H", "H", "H", "H", "H", "H", "H", "H", "H", "H", "H", "H", "H", "H", "H", "H", "H", "H", "H", "H", "H", "H", "H", "H", "H", "H", "H", "H", "H", "N", "C", "C", "C", "C", "C", "C", "N", "C", "C", "C", "S", "C", "N", "H", "H", "H", "H", "H", "H", "H", "C", "C", "C", "C", "C", "C", "Br", "C", "C", "Br", "C", "O", "C", "N", "H", "H", "H", "H", "H", "H", "Se", "C", "N"], "coordinates": [[-0.421, -0.117, -0.327], [2.979, -0.300, -4.554], [1.731, 0.205, -3.900], [0.859, 1.150, -4.378], [-0.137, 1.328, -3.410], [0.131, 0.509, -2.371], [1.286, -0.180, -2.694], [2.044, -1.204, -1.813], [2.738, -0.515, -0.632], [2.325, 0.696, -0.162], [3.335, 1.157, 0.584], [4.373, 0.201, 0.626], [3.964, -0.837, -0.168], [4.709, -2.081, -0.525], [3.470, 2.586, 1.096], [2.507, 2.917, 2.236], [4.896, 2.803, 1.612], [3.242, 3.546, -0.082], [1.122, -2.394, -1.391], [-0.004, -2.271, -0.608], [-0.403, -3.524, -0.317], [0.448, -4.434, -0.955], [1.403, -3.690, -1.612], [2.516, -4.198, -2.474], [-1.569, -3.939, 0.573], [-1.356, -3.437, 2.007], [-1.643, -5.469, 0.628], [-2.901, -3.433, 0.008], [-1.251, 2.365, -3.696], [-2.426, 2.550, -2.705], [-1.877, 1.986, -5.057], [-0.552, 3.730, -3.840], [3.089, 0.188, -5.521], [3.860, -0.075, -3.950], [2.948, -1.378, -4.711], [0.949, 1.660, -5.324], [2.898, -1.688, -2.491], [5.321, 0.265, 1.139], [5.694, -2.049, -0.062], [4.202, -2.986, -0.173], [4.843, -2.172, -1.605], [2.747, 2.328, 3.127], [2.597, 3.976, 2.494], [1.474, 2.721, 1.962], [5.112, 2.163, 2.474], [5.646, 2.613, 0.839], [4.998, 3.842, 1.935], [2.212, 3.495, -0.429], [3.454, 4.574, 0.232], [3.902, 3.295, -0.918], [0.401, -5.510, -0.930], [2.449, -5.284, -2.524], [2.444, -3.803, -3.488], [3.497, -3.932, -2.087], [-1.235, -2.360, 2.055], [-2.209, -3.724, 2.630], [-0.455, -3.889, 2.435], [-0.717, -5.903, 1.016], [-2.455, -5.754, 1.303], [-1.854, -5.905, -0.353], [-2.992, -2.355, 0.107], [-3.002, -3.697, -1.049], [-3.731, -3.889, 0.556], [-3.358, 2.654, -3.271], [-2.543, 1.733, -2.009], [-2.295, 3.446, -2.104], [-2.496, 1.088, -4.964], [-2.525, 2.802, -5.386], [-1.133, 1.810, -5.834], [-0.089, 4.008, -2.892], [0.216, 3.723, -4.616], [-1.296, 4.488, -4.099], [0.511, 0.544, 5.363], [-0.333, 1.577, 5.711], [-0.716, 2.106, 6.943], [-1.637, 3.135, 6.912], [-2.159, 3.614, 5.697], [-1.772, 3.078, 4.483], [-0.840, 2.041, 4.494], [-0.336, 1.284, 3.437], [0.477, 0.437, 3.986], [1.307, -0.602, 3.349], [2.291, -1.229, 4.047], [2.901, -2.555, 3.180], [1.848, -2.149, 1.897], [1.076, -1.127, 2.081], [1.000, -0.056, 5.999], [-0.316, 1.733, 7.879], [-1.964, 3.584, 7.842], [-2.878, 4.424, 5.715], [-2.173, 3.443, 3.549], [2.668, -0.988, 5.030], [1.815, -2.769, 1.009], [-1.874, -1.388, -3.388], [-2.804, -0.720, -2.419], [-4.149, -0.471, -2.789], [-5.040, 0.023, -1.893], [-4.636, 0.203, -0.550], [-5.479, 0.464, 0.559], [-7.305, 0.878, 0.282], [-5.009, 0.354, 1.829], [-3.650, 0.030, 2.076], [-3.114, -0.345, 3.838], [-2.769, -0.064, 1.045], [-1.469, -0.330, 1.119], [-3.286, -0.023, -0.277], [-2.371, -0.407, -1.227], [-2.417, -2.183, -3.904], [-1.024, -1.818, -2.869], [-1.502, -0.693, -4.142], [-4.459, -0.693, -3.803], [-6.064, 0.226, -2.182], [-5.678, 0.489, 2.668], [-0.354, 2.439, -0.234], [-1.035, 3.689, 0.900], [-1.388, 4.584, 1.545]], "lowdin_charge": [0.84, -0.01, -0.25, 0.01, -0.23, -0.02, 0.04, -0.53, 0.00, 0.11, -0.22, 0.02, -0.29, -0.02, -0.54, -0.05, -0.07, -0.05, 0.02, 0.04, -0.21, 0.03, -0.26, -0.01, -0.51, -0.04, -0.07, -0.01, -0.49, -0.08, -0.05, -0.05, 0.08, 0.09, 0.08, 0.12, 0.10, 0.11, 0.09, 0.08, 0.07, 0.08, 0.09, 0.03, 0.08, 0.08, 0.09, 0.02, 0.09, 0.09, 0.11, 0.09, 0.09, 0.06, 0.04, 0.09, 0.09, 0.09, 0.09, 0.09, 0.06, 0.10, 0.10, 0.09, 0.02, 0.06, 0.07, 0.09, 0.07, 0.07, 0.08, 0.09, 0.16, -0.20, -0.03, -0.10, -0.09, -0.02, -0.26, 0.18, -0.29, -0.27, -0.36, 1.05, -0.49, 0.08, 0.14, 0.10, 0.10, 0.10, 0.08, 0.07, 0.07, 0.00, -0.30, 0.00, 0.00, -0.18, -0.61, 0.79, -0.14, -0.55, 0.89, -0.38, -0.26, -0.17, 0.06, 0.10, 0.06, 0.08, 0.12, 0.09, 0.10, 0.77, -0.74, 0.04], "s_squared": 0.75, "homo_lumo_gap_ev": [6.510, 6.818], "homo_ev": [-7.01, -7.33], "multiplicity": 2}



| no. | F_max (hartree/bohr) | DFT total energy (eV) |
| --- | --- | --- |
| 1 | 0.2904 | -103166.664 |
| 2 | 0.0770 | -206110.176 |
| 3 | 0.0506 | -12420.168 |
| 4 | 0.0359 | -306028.894 |